Below is a cluster of 9 separate species, C6H26O9 in total, with properties calculated with ωB97M-V with the def2-TZVPD basis set.

Last column: Löwdin charge in e.
Geometry (Å):
C  2.94930  -1.83447  -1.57009  -0.05
C  1.71385  -1.06348  -1.17485  -0.35
C  1.94742  0.32040  -0.69422  -0.05
C  0.56760  -1.74050  -0.99587  -0.12
C  -0.72506  -1.11460  -0.67354  -0.12
C  -1.87138  -1.66265  -1.07180  -0.16
O  -3.08578  -1.20887  -0.59444  -0.02
H  3.50427  -2.08928  -0.65865  0.09
H  2.72665  -2.80204  -2.02142  0.08
H  3.49311  -1.19198  -2.25924  0.08
H  2.75353  0.89000  -1.13887  0.07
H  2.11336  0.28260  0.39229  0.08
H  1.02939  0.91162  -0.75842  0.07
H  0.63299  -2.82151  -1.03861  0.11
H  -0.73292  -0.30483  0.04962  0.11
H  -2.11550  -2.60500  -1.54580  0.13
H  -2.99615  -0.60429  0.15359  0.05
O  2.08482  2.60340  -3.43179  -0.08
H  1.33400  1.98934  -3.33438  -0.01
H  2.74019  2.43774  -2.75016  0.01
O  -2.81237  1.46945  1.15746  -0.06
H  -3.58247  2.01751  0.96066  0.08
H  -1.98543  1.98874  1.18789  0.00
O  -2.14800  -0.48398  2.89892  -0.05
H  -2.98366  -0.82173  3.20844  0.07
H  -2.31974  0.16210  2.17911  0.00
O  -0.39038  -2.52158  2.32032  -0.04
H  -0.99180  -1.75565  2.23882  0.01
H  -0.31660  -2.87500  1.42754  0.05
O  0.64279  -0.39668  2.96272  -0.07
H  -0.05318  0.22668  2.75634  0.01
H  0.38922  -1.31295  2.81762  -0.05
O  -0.73298  3.03898  0.87039  -0.04
H  -0.60250  3.23653  -0.04549  0.06
H  0.12521  3.16428  1.32119  0.04
O  0.41854  0.29942  -3.55268  -0.05
H  0.06007  -0.48945  -3.11913  0.03
H  0.54320  0.01032  -4.46191  0.06
O  1.63452  2.30181  2.07766  -0.06
H  2.34115  2.39567  2.72685  0.06
H  1.55732  1.32235  2.10780  0.02

## Properties
HOMO level ... -8.337 eV
Kohn-Sham gap ... 8.68 eV
SMILES string ... CC(C)=C/C=C/O.O.O.O.O.O.O.O.O
LUMO energy ... 0.01245 Eh

Below is a structure of composition C30H28FMnN8O4, with properties calculated with ωB97M-V with the def2-TZVPD basis set.

Last column: Löwdin spin population.
Geometry (Å):
Mn  0.00570  0.02677  0.13879  4.62
C  -3.18831  2.84206  -2.04843  0.00
O  -3.13846  3.10258  -0.62771  0.00
C  -2.24506  2.24836  -0.13041  0.01
N  -1.73707  1.37155  -0.90520  0.03
C  -2.38482  1.52619  -2.21651  0.00
C  -1.48039  1.58901  -3.42683  0.00
C  -2.08717  1.80442  -4.66412  0.00
C  -1.31946  1.94777  -5.80683  0.00
C  0.06494  1.87545  -5.72427  0.00
C  0.66784  1.62401  -4.50259  0.00
C  -0.10087  1.47561  -3.35584  0.00
C  -1.91605  2.31362  1.29848  0.01
C  -2.55004  3.15301  2.20086  0.00
C  -2.18558  3.07202  3.53826  0.01
C  -1.19550  2.17937  3.91520  0.00
C  -0.60388  1.38858  2.94034  0.01
N  -0.97069  1.44930  1.65526  0.04
C  0.47959  0.43618  3.16100  0.02
N  0.95342  -0.24496  2.19058  0.04
C  2.13738  -0.94653  2.68518  0.00
C  2.05510  -0.72107  4.21370  0.00
O  1.05063  0.30540  4.36113  0.01
C  2.24467  -2.40189  2.29452  0.00
C  1.32013  -3.02165  1.46406  0.00
C  1.47516  -4.35090  1.09708  0.00
C  2.55909  -5.07687  1.56472  0.00
C  3.48238  -4.46887  2.40372  0.00
C  3.32685  -3.14057  2.76514  0.00
H  -2.71225  3.67467  -2.56579  0.00
H  -4.23023  2.77761  -2.35152  0.00
H  -3.06605  0.67490  -2.33543  0.00
H  -3.16955  1.85638  -4.73089  0.00
H  -1.80141  2.11361  -6.76160  0.00
H  0.67058  2.02140  -6.60886  0.00
H  1.74601  1.55075  -4.43770  0.00
H  0.37478  1.27522  -2.40737  0.00
H  -3.30220  3.84780  1.85434  0.00
H  -2.67154  3.69988  4.27190  0.00
H  -0.87989  2.08910  4.94607  0.00
H  3.00518  -0.42541  2.26552  0.00
H  2.98159  -0.36548  4.65499  0.00
H  1.71656  -1.61465  4.74074  0.00
H  0.46895  -2.45606  1.11148  0.00
H  0.75021  -4.82263  0.44513  0.00
H  2.68752  -6.11083  1.27388  0.00
H  4.32853  -5.03231  2.77408  0.00
H  4.06043  -2.66747  3.40905  0.00
N  -2.26737  -1.53166  2.17301  0.01
N  -3.03738  -2.24006  1.26170  0.00
C  -2.60924  -2.42011  -0.00485  0.00
N  -3.32689  -3.20971  -0.79597  0.00
N  -1.50275  -1.77190  -0.37061  0.02
N  -0.94166  -1.97285  -1.57908  0.01
O  -1.39288  -2.71784  -2.43027  0.01
O  0.09005  -1.32126  -1.72836  0.04
H  -1.84049  -2.15642  2.84621  0.00
H  -2.83978  -0.84979  2.65123  0.00
H  -3.82807  -2.77643  1.58095  0.00
H  -4.13224  -3.71271  -0.46551  0.00
H  -2.96632  -3.37071  -1.72562  0.00
F  5.24555  2.40441  -2.03852  0.00
C  4.11431  1.91496  -1.48830  0.01
C  3.96722  0.54798  -1.35880  0.00
C  2.78949  0.05431  -0.80718  0.03
C  1.75622  0.90240  -0.38232  0.03
C  1.96760  2.28019  -0.51541  0.02
C  3.13607  2.79406  -1.06861  0.00
H  4.76247  -0.10784  -1.69311  0.00
H  2.68321  -1.02355  -0.71755  0.00
H  1.20507  2.98001  -0.18342  0.00
H  3.29106  3.86008  -1.18691  0.00

## Properties
Expectation value of S² ... 8.76
HOMO level (spin up / spin down) ... -9.341 / -10.202 eV
Spin multiplicity ... 6
Kohn-Sham gap (spin up / spin down) ... 6.12 / 6.87 eV
LUMO energy (spin up / spin down) ... -0.11854 / -0.12248 Eh
Charge ... +1

Below is a structure of composition C10H13N2O5PdS, with properties calculated with ωB97M-V with the def2-TZVPD basis set.

Last column: Löwdin spin population.
Geometry (Å):
O  -2.56300  -3.83718  -3.00934  0.00
C  -1.73509  -3.88467  -2.20224  0.01
Pd  0.45176  0.62167  -2.28077  0.88
O  2.10330  -1.33272  -0.63325  0.10
C  1.37795  -0.78585  -1.35349  0.25
C  2.03550  2.10354  -2.25853  0.06
O  2.66160  3.04677  -2.08378  0.01
C  -1.04418  2.39440  -3.18375  0.07
O  -2.02751  2.89930  -3.52159  0.01
C  0.76144  -0.17460  -4.12041  0.13
O  1.23966  -0.75505  -4.97869  0.05
H  0.39791  -1.29742  -2.50323  0.25
C  1.44275  1.96223  1.28391  0.00
N  0.75546  0.72417  1.61324  0.01
C  1.57297  -0.35110  2.25712  0.00
C  -0.42707  0.50842  0.98653  0.02
S  -0.87678  1.49171  -0.35056  0.13
N  -1.15638  -0.56942  1.38503  0.01
C  -1.26742  -0.85509  2.83887  0.00
C  -2.27782  -0.98224  0.53546  0.00
H  2.29845  2.05182  1.95510  0.00
H  0.74307  2.79605  1.47047  0.00
H  1.81344  1.98907  0.24006  0.00
H  1.37107  -0.39030  3.32637  0.00
H  1.47179  -1.34293  1.81088  0.00
H  2.60935  -0.03666  2.15589  0.00
H  -0.95875  0.02133  3.39563  0.00
H  -2.31514  -1.02621  3.04415  0.00
H  -0.71829  -1.74210  3.15944  0.00
H  -2.88902  -0.10147  0.31375  0.00
H  -1.96809  -1.47116  -0.40325  0.00
H  -2.88291  -1.67432  1.11099  0.00

## Properties
Expectation value of S² ... 2.01
HOMO level (spin up / spin down) ... -10.976 / -12.364 eV
Spin multiplicity ... 3
Kohn-Sham gap (spin up / spin down) ... 7.56 / 7.06 eV
LUMO energy (spin up / spin down) ... -0.12539 / -0.19500 Eh
Charge ... +1

Below is a structure of composition H4N2Si, with properties calculated with ωB97M-V with the def2-TZVPD basis set.

Last column: Löwdin charge in e.
Geometry (Å):
N  0.46495  -0.66561  0.37074  -0.41
N  1.29412  0.42436  -0.31883  -0.16
Si  -0.97367  0.17131  -0.10431  0.73
H  0.57820  -1.53001  -0.15767  0.03
H  1.79159  0.98709  0.50801  0.03
H  -1.56629  -0.07265  -1.33813  -0.11
H  -1.58890  0.68550  1.04018  -0.11

## Properties
HOMO level ... -8.468 eV
Kohn-Sham gap ... 8.12 eV
LUMO energy ... -0.01264 Eh

Below is a cluster of 6 separate species, C5H23NO5 in total, with properties calculated with ωB97M-V with the def2-TZVPD basis set.

Last column: Löwdin spin population.
Geometry (Å):
C  -1.30116  2.27170  0.60000  0.04
C  -0.39480  2.34743  -0.62358  0.01
C  -1.85959  0.86258  0.87544  0.08
N  -0.87851  -0.09383  1.31559  0.62
C  -0.51442  -1.14078  0.37613  0.08
C  0.37119  -2.17656  1.07896  0.01
H  -2.14135  2.96990  0.56334  0.00
H  -0.73203  2.61573  1.47407  0.00
H  0.04096  3.34079  -0.73225  0.00
H  0.44592  1.65610  -0.54259  0.00
H  -0.96094  2.16588  -1.53647  0.00
H  -2.58516  0.97805  1.71546  0.04
H  -2.44923  0.46260  0.05550  0.00
H  -0.00403  0.30583  1.67703  0.01
H  0.04082  -0.76314  -0.49793  0.04
H  -1.42016  -1.66799  0.01686  0.01
H  -0.13137  -2.59798  1.94426  0.00
H  1.30777  -1.72049  1.39539  0.00
H  0.60735  -3.00696  0.41432  0.00
H  0.91459  -1.04365  -3.34086  0.00
H  1.82670  -2.20686  -2.91187  0.00
O  1.82298  -1.24317  -3.01357  0.00
H  3.78243  -0.12809  -0.95490  0.00
H  2.47412  -0.22571  -1.72948  0.00
O  2.89178  0.23212  -0.95012  0.00
H  -1.13239  -0.27706  -3.02128  0.00
H  -0.72748  -0.00603  -4.50999  0.00
O  -0.69416  -0.64808  -3.78294  0.00
H  -1.36447  -1.47528  4.28007  0.00
H  -1.74915  -1.13011  2.85372  0.00
O  -2.06435  -1.62435  3.62087  0.03
H  2.38102  1.63930  1.71456  0.00
H  2.26583  0.52353  0.64012  0.00
O  1.93128  0.80458  1.53615  0.01

## Properties
Expectation value of S² ... 0.75
HOMO level (spin up / spin down) ... -14.703 / -14.702 eV
Spin multiplicity ... 2
Kohn-Sham gap (spin up / spin down) ... 11.99 / 7.06 eV
LUMO energy (spin up / spin down) ... -0.09977 / -0.28067 Eh
Charge ... +1

Below is the molecule C2H2O2, with properties calculated with ωB97M-V with the def2-TZVPD basis set.

Last column: Löwdin charge in e.
Geometry (Å):
O  -0.34178  1.39104  -0.59973  0.08
C  -0.74569  0.30240  -0.23186  -0.20
C  0.06258  -0.65158  0.62132  -0.18
O  1.10796  -1.05265  0.12644  0.06
H  -1.81932  0.18352  -0.25242  0.11
H  -0.21148  -0.79557  1.70191  0.13

## Properties
HOMO level ... -10.138 eV
Kohn-Sham gap ... 9.69 eV
SMILES string ... O=CC=O
LUMO energy ... -0.01632 Eh

Below is a structure of composition C29H49LaN8O3, with properties calculated with ωB97M-V with the def2-TZVPD basis set.

Last column: Löwdin charge in e.
Geometry (Å):
La  0.15321  0.39443  0.56205  2.20
C  1.19701  -3.48486  3.34281  0.01
N  1.26974  -2.20295  4.00254  -0.10
C  1.66824  -2.15619  5.43477  0.03
C  1.08989  -1.12135  3.28341  -0.39
O  0.85856  -1.20881  2.03361  -0.22
C  1.19124  0.24867  3.95426  -0.03
O  1.01039  1.21023  2.86853  -0.28
C  1.46125  2.55989  2.89770  -0.07
C  0.62840  3.30749  1.85377  -0.38
O  0.09656  2.63348  0.90868  -0.23
N  0.42278  4.58916  2.00246  -0.10
C  -0.57658  5.20896  1.08159  0.03
C  0.84903  5.31722  3.17791  -0.01
H  0.25401  -3.57127  2.76527  0.10
H  1.18633  -4.31732  4.05841  0.12
H  2.01203  -3.56396  2.61456  0.11
H  1.13086  -2.95088  5.98708  0.12
H  1.38009  -1.11774  5.77140  0.09
H  2.74991  -2.25556  5.55373  0.11
H  2.20908  0.43079  4.36340  0.16
H  0.38692  0.37117  4.65436  0.14
H  2.50623  2.59000  2.57887  0.16
H  1.37852  2.99210  3.90098  0.14
H  -0.50673  4.58476  0.18223  0.08
H  -0.28155  6.22229  0.74879  0.12
H  -1.61984  5.15050  1.44968  0.12
H  0.30962  4.99140  4.05793  0.11
H  0.58892  6.38582  2.98617  0.12
H  1.97609  5.27467  3.24675  0.13
C  -1.56436  -5.06078  0.80025  -0.27
C  -1.46868  -6.47829  0.62173  -0.18
C  -2.70967  -6.97615  1.10265  -0.21
C  -3.57951  -5.92314  1.34898  -0.20
C  -2.85446  -4.70336  1.20998  -0.23
H  -0.77903  -4.37667  0.51943  0.02
H  -0.67901  -7.08436  0.23060  0.05
H  -2.86550  -8.06216  1.14968  0.08
H  -4.67013  -5.99909  1.43462  0.07
H  -3.32473  -3.77363  1.13410  0.01
C  -4.10670  2.33889  -0.24573  -0.04
N  -3.23177  1.18000  -0.26480  -0.15
C  -2.85023  0.64601  1.01493  -0.09
C  -2.62543  0.73375  -1.40846  -0.36
N  -1.47630  0.10641  -1.25360  -0.07
C  -0.82149  -0.69541  -2.25918  -0.25
C  -1.50791  -1.71579  -2.89389  -0.01
C  -0.78145  -2.60154  -3.70429  -0.05
C  0.53398  -2.33134  -4.03790  -0.07
C  1.25529  -1.36653  -3.34587  -0.04
C  0.57772  -0.51513  -2.42395  -0.27
N  1.32396  0.33026  -1.60100  -0.13
C  2.64384  0.70680  -1.87276  -0.33
N  2.92058  1.87382  -2.52303  -0.11
C  3.99558  1.83228  -3.51762  -0.01
C  1.78414  2.75255  -2.82838  -0.03
N  3.61424  -0.00672  -1.24776  -0.11
C  4.93737  0.44739  -0.87244  -0.04
C  3.35874  -1.41370  -0.78954  0.00
N  -3.23938  0.81567  -2.62369  -0.13
C  -2.56913  1.24761  -3.83575  -0.03
C  -4.73351  0.78604  -2.70619  -0.02
H  -5.12228  2.05661  0.01417  0.09
H  -4.16162  2.88651  -1.19782  0.11
H  -3.82070  2.97605  0.62805  0.10
H  -3.73100  0.47319  1.65940  0.13
H  -2.14122  1.32803  1.51186  0.05
H  -2.38041  -0.35712  0.87046  0.08
H  -2.57696  -1.83026  -2.72937  0.13
H  -1.28450  -3.44265  -4.23090  0.13
H  1.02924  -3.08970  -4.65785  0.12
H  2.31743  -1.21701  -3.54034  0.11
H  4.25443  0.83076  -3.80318  0.09
H  4.91447  2.22862  -3.08680  0.09
H  3.68349  2.44833  -4.34571  0.10
H  1.14280  2.81489  -1.93629  0.07
H  1.21022  2.39106  -3.69320  0.11
H  2.15266  3.74590  -2.99773  0.09
H  4.98969  1.51803  -0.71781  0.09
H  5.66687  0.15321  -1.68170  0.12
H  5.19896  -0.09603  0.08528  0.11
H  2.59514  -1.85321  -1.42739  0.08
H  3.02127  -1.44890  0.26184  0.08
H  4.24526  -2.01845  -0.89790  0.10
H  -2.45305  0.36832  -4.46644  0.09
H  -1.57233  1.71380  -3.75824  0.10
H  -3.25417  1.93455  -4.34412  0.10
H  -5.18944  0.67984  -1.69316  0.09
H  -5.05080  -0.11303  -3.27839  0.11
H  -5.17067  1.69288  -3.18152  0.10

## Properties
HOMO level (spin up / spin down) ... -8.125 / -7.783 eV
Kohn-Sham gap (spin up / spin down) ... 2.17 / 1.81 eV
LUMO energy (spin up / spin down) ... -0.21874 / -0.21957 Eh
Charge ... +2

Below is the molecule C6H10O, with properties calculated with ωB97M-V with the def2-TZVPD basis set.

Last column: Löwdin charge in e.
Geometry (Å):
C  -0.90083  1.61068  0.27168  -0.11
C  -0.69114  -0.24484  -1.49896  -0.04
C  0.48984  0.96316  0.66128  -0.16
C  1.16695  -0.12272  -0.22378  -0.29
C  0.68384  -1.53348  0.05676  -0.14
C  -0.76004  -1.33842  -0.41696  -0.20
O  0.55994  0.15316  -1.52289  -0.09
H  -1.82033  1.01707  0.13872  0.07
H  -0.85538  2.26960  -0.60626  0.08
H  -1.10000  2.24000  1.13607  0.07
H  0.42896  0.59170  1.69081  0.11
H  1.15146  1.83003  0.65277  0.11
H  2.25999  -0.02746  -0.30195  0.15
H  0.80684  -1.83420  1.10179  0.12
H  1.20388  -2.26885  -0.57169  0.12
H  -1.18058  -2.17061  -0.98204  0.10
H  -1.44341  -1.13481  0.41464  0.11

## Properties
HOMO level ... -8.284 eV
Kohn-Sham gap ... 9.22 eV
LUMO energy ... 0.03432 Eh

Let's list F_max in order: 2.9, 1.1, 4.5, 5.3, 3.5, 3.0, 2.4, 1.0 eV/A.
Let's list relative energy (zero: lowest compared OMol25 entry of this formula, charge and spin) in order: 319.9, 50.9, 130.6, 322.6, 0.0, 48.6, 483.5, 275.8 kJ/mol.
Let's list molecular weight in order: 242.26, 638.54, 379.71, 60.13, 177.24, 58.04, 696.67, 98.14 g mol⁻¹.